Formula: C26H40N8O4SbTi
Source: OMol25
Level of theory: wB97M-V/def2-TZVPD

Positions of all 80 atoms, in Å:
Ti 1.13 0.21 0.15
C 3.76 -1.59 2.61
C 3.48 -0.14 2.46
N 2.60 0.48 1.67
C 2.79 1.85 1.88
C 3.75 2.04 2.81
N 4.16 0.78 3.15
C 4.43 3.21 3.48
O 4.04 4.42 3.17
O 5.30 2.95 4.27
C 1.97 2.77 1.10
O 1.89 3.95 1.17
O 1.20 2.01 0.21
H 3.28 -2.18 1.84
H 3.43 -1.94 3.59
H 4.84 -1.76 2.55
H 4.91 0.63 3.82
H 3.32 4.46 2.52
N 2.46 1.06 -2.79
C 2.37 -0.25 -2.62
N 2.77 -1.04 -3.59
C 2.69 -2.35 -3.39
N 3.07 -3.17 -4.33
N 2.22 -2.93 -2.22
C 1.83 -2.12 -1.31
N 1.85 -0.73 -1.42
C 1.31 -2.67 -0.03
C 1.27 -4.03 0.20
C 0.82 -4.48 1.44
C 0.44 -3.55 2.40
C 0.50 -2.20 2.09
N 0.92 -1.77 0.89
H 2.86 1.40 -3.66
H 2.23 1.74 -2.09
H 3.43 -2.81 -5.21
H 3.03 -4.17 -4.19
H 1.60 -4.72 -0.57
H 0.78 -5.54 1.66
H 0.09 -3.86 3.38
H 0.21 -1.45 2.81
C -1.97 2.90 1.49
C -2.37 1.43 1.46
C -3.88 1.29 1.58
C -1.65 0.68 2.58
Sb -1.67 0.52 -0.40
C -2.70 -1.36 -0.82
C -2.78 -2.19 0.46
C -1.91 -2.12 -1.88
C -4.11 -1.04 -1.33
C -1.93 1.92 -2.09
C -1.73 1.15 -3.39
C -3.36 2.46 -2.00
C -0.92 3.05 -1.99
H -2.24 3.31 2.47
H -2.50 3.49 0.74
H -0.90 3.06 1.36
H -4.19 1.77 2.52
H -4.21 0.25 1.62
H -4.41 1.79 0.77
H -1.96 1.08 3.55
H -0.56 0.81 2.52
H -1.88 -0.39 2.58
H -1.79 -2.42 0.85
H -3.27 -3.13 0.23
H -3.36 -1.70 1.24
H -0.92 -2.42 -1.51
H -1.78 -1.55 -2.81
H -2.45 -3.03 -2.14
H -4.69 -0.45 -0.62
H -4.64 -1.99 -1.48
H -4.10 -0.53 -2.29
H -2.48 0.37 -3.54
H -0.73 0.69 -3.45
H -1.81 1.85 -4.22
H -4.11 1.68 -2.05
H -3.52 3.13 -2.85
H -3.52 3.05 -1.09
H 0.10 2.70 -2.13
H -0.97 3.60 -1.04
H -1.13 3.77 -2.79

Results
net charge = +3
energy relative to the best compared isomer or geometry (same formula, charge and spin) = 0.000 eV

Formula: C47H55CeN5O3S
Source: OMol25
Level of theory: wB97M-V/def2-TZVPD

Positions of all 112 atoms, in Å:
Ce -0.41 0.98 0.48
O 0.72 2.73 0.77
C 0.20 3.84 0.16
C -0.99 4.44 1.01
C -2.32 3.79 0.82
C -3.44 4.58 0.54
C -4.69 4.00 0.48
C -4.79 2.64 0.74
C -3.64 1.90 0.99
C -3.75 0.44 1.29
C -2.79 -0.56 0.54
O -1.56 -0.62 1.16
C -2.57 -0.26 -0.96
C -3.11 0.77 -1.73
C -2.88 0.83 -3.10
C -2.10 -0.12 -3.73
C -1.56 -1.16 -2.99
C -1.80 -1.23 -1.63
C -3.53 -1.90 0.60
C -4.59 -2.16 -0.26
C -5.26 -3.37 -0.19
C -4.87 -4.33 0.73
C -3.82 -4.07 1.59
C -3.15 -2.86 1.53
N -2.42 2.46 0.99
C 1.23 4.99 0.12
C 1.14 6.05 -0.76
C 2.05 7.09 -0.69
C 3.06 7.08 0.26
C 3.14 6.02 1.16
C 2.22 4.99 1.09
C -0.22 3.50 -1.28
C -1.20 4.17 -2.01
C -1.41 3.87 -3.35
C -0.67 2.89 -3.98
C 0.30 2.20 -3.27
C 0.53 2.51 -1.94
H -1.07 5.51 0.84
H -0.67 4.28 2.05
H -3.32 5.65 0.41
H -5.57 4.58 0.26
H -5.76 2.16 0.75
H -4.78 0.13 1.11
H -3.53 0.29 2.35
H -3.79 1.49 -1.31
H -3.34 1.62 -3.68
H -1.93 -0.07 -4.79
H -0.96 -1.92 -3.47
H -1.47 -2.09 -1.06
H -4.88 -1.42 -0.98
H -6.07 -3.56 -0.87
H -5.39 -5.27 0.78
H -3.52 -4.81 2.32
H -2.32 -2.64 2.18
H 0.36 6.08 -1.51
H 1.97 7.92 -1.38
H 3.77 7.89 0.31
H 3.92 6.01 1.91
H 2.25 4.17 1.78
H -1.78 4.96 -1.55
H -2.15 4.42 -3.90
H -0.83 2.68 -5.03
H 0.92 1.46 -3.76
H 1.40 2.08 -1.43
C 3.59 -5.59 2.25
C 3.59 -4.06 2.23
C 2.35 -3.47 2.92
C 1.11 -3.48 2.03
N 1.23 -2.45 1.02
C 1.11 -2.41 -0.30
S 1.27 -0.88 -1.07
N 0.94 -3.45 -1.12
C 1.11 -4.87 -0.89
C -0.10 -5.58 -0.25
C -1.08 -6.20 -1.26
C -2.11 -5.19 -1.76
H 4.48 -5.97 1.77
H 2.72 -6.00 1.73
H 3.57 -5.95 3.27
H 3.64 -3.70 1.21
H 4.48 -3.72 2.75
H 2.55 -2.44 3.23
H 2.13 -4.05 3.82
H 0.22 -3.25 2.63
H 0.99 -4.46 1.59
H 1.32 -1.52 1.45
H 0.87 -3.16 -2.09
H 2.00 -5.01 -0.26
H 1.32 -5.33 -1.86
H -0.67 -4.88 0.36
H 0.28 -6.38 0.39
H -1.60 -7.02 -0.77
H -0.53 -6.62 -2.10
H -2.75 -4.87 -0.94
H -2.74 -5.64 -2.52
H -1.63 -4.31 -2.18
N 1.54 0.32 1.98
C 2.52 0.90 1.70
N 3.65 1.38 1.35
C 4.48 2.22 2.19
C 5.94 1.82 1.95
O 6.28 1.94 0.59
C 5.49 1.10 -0.21
C 4.00 1.43 -0.07
H 4.21 2.10 3.24
H 4.35 3.27 1.90
H 6.10 0.78 2.29
H 6.61 2.49 2.50
H 5.66 0.05 0.06
H 5.80 1.27 -1.24
H 3.39 0.70 -0.62
H 3.80 2.44 -0.44

Results
net charge = +2
energy relative to the best compared isomer or geometry (same formula, charge and spin) = 0.572 eV

Formula: C6H13N3O2S
Source: OMol25
Level of theory: wB97M-V/def2-TZVPD

Positions of all 25 atoms, in Å:
N -0.18 -0.94 2.95
C 0.11 0.27 2.43
S 1.50 1.16 2.92
N -0.65 0.69 1.42
C -1.41 -0.01 0.47
C -0.63 -1.21 -0.08
C 0.79 -0.96 -0.64
C 1.02 0.26 -1.54
N 0.92 1.53 -0.86
C -0.07 0.14 -2.62
O -0.22 -0.76 -3.38
O -1.03 1.17 -2.58
H -1.10 -1.34 2.70
H 0.31 -1.19 3.84
H -0.30 1.59 1.06
H -2.35 -0.52 0.83
H -1.66 0.63 -0.38
H -0.43 -1.94 0.74
H -1.36 -1.64 -0.75
H 1.54 -0.92 0.22
H 1.08 -1.85 -1.25
H 1.96 0.21 -2.03
H 1.59 1.54 -0.09
H 1.31 2.33 -1.47
H -0.73 1.74 -1.89

Results
SMILES = NC(=S)NCCC[C@H](N)C(=O)O
net charge = 0
energy relative to the best compared isomer or geometry (same formula, charge and spin) = 0.598 eV

Formula: C24H30Cl2I3N4O3
Source: OMol25
Level of theory: wB97M-V/def2-TZVPD

Positions of all 66 atoms, in Å:
C 3.63 -1.12 1.41
C 2.54 -0.65 1.42
C 1.20 -0.13 1.55
C 0.79 0.78 0.34
O 1.85 1.68 0.29
C 0.62 -0.21 -0.85
C 1.49 -0.11 -2.08
C 2.98 -0.22 -1.84
O 3.50 -1.30 -1.70
N 3.66 1.03 -1.84
C 4.92 0.99 -1.07
C 3.99 1.36 -3.26
C -0.94 -0.32 -1.07
C -1.45 -0.83 -2.43
I -1.25 0.48 -4.14
C -2.88 -1.46 -2.38
C -2.75 -2.91 -2.85
I -4.36 -0.61 -3.71
C -1.73 0.77 -0.23
I -3.13 2.06 -1.23
N -2.61 -0.05 0.58
C -3.75 0.41 0.80
O -4.64 0.73 1.46
N -0.57 1.49 0.59
C -0.98 1.41 2.01
C -0.41 2.83 -0.05
Cl 0.11 2.82 -1.69
C -0.60 4.05 0.47
C -0.42 5.31 -0.31
Cl -1.08 4.36 2.10
H 4.58 -1.60 1.50
H 1.23 0.45 2.47
H 0.48 -0.93 1.71
H 2.22 1.74 -0.61
H 0.85 -1.19 -0.44
H 1.24 -0.94 -2.73
H 1.31 0.77 -2.70
H 4.69 1.20 -0.03
H 5.56 1.79 -1.42
H 5.45 0.05 -1.17
H 4.94 0.90 -3.51
H 3.24 0.97 -3.95
H 4.07 2.44 -3.35
H -1.12 -1.21 -0.47
H -0.80 -1.66 -2.68
H -3.31 -1.49 -1.39
H -2.28 -2.93 -3.83
H -3.72 -3.41 -2.89
H -2.12 -3.45 -2.14
H -1.04 0.40 2.38
H -1.93 1.90 2.18
H -0.25 1.94 2.61
H -0.97 5.26 -1.25
H -0.84 6.14 0.24
H 0.63 5.52 -0.47
N -0.82 -2.63 2.67
C -1.05 -1.97 3.81
C -1.89 -2.42 4.81
C -2.54 -3.63 4.62
C -2.31 -4.33 3.44
C -1.45 -3.79 2.51
H -0.52 -1.02 3.92
H -2.03 -1.85 5.71
H -3.20 -4.02 5.37
H -2.80 -5.28 3.26
H -1.24 -4.31 1.58

Results
E = -86812.432 eV
net charge = +1

Formula: C15H23FeN2O2
Source: OMol25
Level of theory: wB97M-V/def2-TZVPD

Positions of all 43 atoms, in Å:
C -0.86 -0.74 -2.23
C -0.86 -0.75 -0.73
C -0.02 -1.51 -0.01
Fe -1.98 -2.45 0.13
C -1.02 -4.04 -0.08
O -0.43 -5.01 -0.19
C -2.84 -2.72 -1.50
O -3.36 -2.88 -2.50
C -2.02 -2.56 2.25
C -2.98 -3.49 1.71
C -3.94 -2.74 0.94
C -3.58 -1.34 1.00
C -2.39 -1.23 1.82
H -0.21 0.04 -2.63
H -0.51 -1.69 -2.62
H -1.87 -0.59 -2.62
H -1.46 0.01 -0.22
H 0.64 -2.23 -0.50
H 0.10 -1.40 1.07
H -1.16 -2.82 2.86
H -2.99 -4.56 1.90
H -4.79 -3.15 0.39
H -4.15 -0.51 0.57
H -1.91 -0.30 2.13
N 2.88 1.06 2.20
C 3.36 2.11 1.32
C 2.62 2.11 -0.02
C 3.13 3.18 -1.00
C 1.87 3.63 -1.77
C 0.71 3.39 -0.79
N 1.16 2.36 0.17
H 2.96 0.16 1.74
H 3.42 1.02 3.06
H 3.21 3.08 1.80
H 4.45 2.02 1.15
H 2.74 1.12 -0.49
H 3.57 4.02 -0.45
H 3.92 2.80 -1.67
H 1.93 4.68 -2.10
H 1.74 3.02 -2.67
H 0.48 4.30 -0.22
H -0.22 3.09 -1.29
H 0.64 1.48 0.07

Results
net charge = +1
energy relative to the best compared isomer or geometry (same formula, charge and spin) = 0.000 eV
2S+1 = 5

Formula: C36H27N7O7S2SeTm
Source: OMol25
Level of theory: wB97M-V/def2-TZVPD

Positions of all 81 atoms, in Å:
Tm -1.17 -0.28 -0.28
C 4.83 2.10 0.17
C 4.37 3.54 0.11
C 5.26 4.25 -0.92
C 4.58 4.18 1.49
C 2.90 3.67 -0.24
C 2.49 4.90 -0.77
C 1.17 5.20 -0.94
C 0.22 4.25 -0.61
S -1.47 4.47 -0.54
C -1.67 2.84 0.00
N -0.56 2.14 0.12
C 0.57 2.96 -0.17
C 1.93 2.68 0.03
C -2.96 2.33 0.43
C -4.01 3.21 0.70
C -5.18 2.73 1.26
C -5.30 1.37 1.52
C -4.27 0.50 1.19
C -3.06 0.94 0.65
H 5.92 2.06 0.27
H 4.54 1.59 -0.75
H 4.67 1.65 2.07
H 6.31 4.01 -0.75
H 5.16 5.33 -0.84
H 5.00 3.95 -1.94
H 5.61 4.01 1.84
H 3.89 3.76 2.22
H 4.41 5.25 1.44
H 3.22 5.66 -0.99
H 0.87 6.18 -1.28
H 2.20 1.73 0.45
H -3.91 4.27 0.49
H -5.99 3.41 1.50
H -6.20 0.99 1.98
H -4.42 -0.55 1.39
O 5.19 -2.98 -4.01
N 4.05 -2.65 -4.24
O 3.49 -2.70 -5.32
C 3.26 -2.13 -3.12
C 3.81 -2.09 -1.84
C 3.08 -1.61 -0.76
C 1.78 -1.05 -0.95
O 1.04 -0.62 -0.01
C 1.30 -1.09 -2.31
C 1.98 -1.68 -3.35
N -0.06 -0.69 -2.41
O -0.93 -1.54 -2.54
O -0.39 0.49 -2.12
N 3.52 -1.86 0.57
O 4.64 -2.31 0.65
O 4.22 1.42 1.25
H 4.80 -2.49 -1.66
H 1.55 -1.75 -4.34
Se -3.69 -0.40 -2.18
N -3.15 -1.55 -0.94
C -4.13 -2.41 -0.72
C -4.11 -3.47 0.22
C -5.20 -4.28 0.32
C -6.36 -4.07 -0.50
C -6.43 -3.06 -1.40
C -5.31 -2.19 -1.53
N -5.25 -1.15 -2.35
H -3.24 -3.61 0.85
H -5.20 -5.09 1.03
H -7.19 -4.75 -0.39
H -7.30 -2.89 -2.01
S 0.31 -4.95 0.95
C -0.11 -3.66 -0.10
N -0.66 -2.62 0.45
C -0.76 -2.79 1.82
C -1.30 -1.87 2.72
C -1.35 -2.19 4.05
C -0.89 -3.44 4.51
C -0.36 -4.36 3.64
C -0.29 -4.03 2.29
H 0.06 -3.75 -1.17
H -1.67 -0.91 2.36
H -1.75 -1.48 4.76
H -0.95 -3.67 5.56
H -0.01 -5.33 3.98

Results
E = -179068.036 eV
net charge = +1
2S+1 = 3

Formula: C36H50BeN2PSi
Source: OMol25
Level of theory: wB97M-V/def2-TZVPD

Positions of all 91 atoms, in Å:
Be -0.07 0.44 0.09
N 1.27 1.25 -1.05
C 2.44 0.48 -1.42
C 3.59 1.10 -1.88
C 4.70 0.34 -2.21
C 4.65 -1.05 -2.09
C 3.49 -1.66 -1.63
C 2.38 -0.90 -1.27
P 0.82 -1.57 -0.56
C 0.04 -2.49 -1.93
C 0.40 -2.28 -3.25
C -0.29 -2.92 -4.27
C -1.35 -3.77 -3.97
C -1.71 -3.98 -2.65
C -1.02 -3.35 -1.63
C 1.42 -2.90 0.55
C 1.75 -4.16 0.06
C 2.26 -5.13 0.90
C 2.47 -4.85 2.25
C 2.15 -3.60 2.74
C 1.63 -2.62 1.90
H 1.48 2.23 -0.98
H 0.57 1.20 -1.80
H 3.61 2.18 -2.01
H 5.60 0.82 -2.57
H 5.51 -1.65 -2.35
H 3.46 -2.74 -1.52
H 1.22 -1.62 -3.50
H -0.01 -2.75 -5.31
H -1.89 -4.27 -4.77
H -2.54 -4.64 -2.41
H -1.31 -3.51 -0.60
H 1.56 -4.41 -0.99
H 2.50 -6.11 0.51
H 2.87 -5.61 2.90
H 2.28 -3.38 3.80
H 1.36 -1.65 2.29
C -2.04 0.25 -2.81
Si -1.99 1.00 -1.06
C -2.05 2.93 -1.34
C -3.42 3.41 -1.84
C -1.01 3.36 -2.40
C -1.71 3.67 -0.04
C -3.60 0.30 -0.24
C -3.34 -1.22 -0.10
C -3.85 0.93 1.14
C -4.89 0.44 -1.06
H -2.91 0.60 -3.37
H -2.10 -0.84 -2.76
H -1.16 0.49 -3.41
H -3.74 2.89 -2.74
H -3.37 4.48 -2.07
H -4.19 3.28 -1.08
H -1.03 2.73 -3.30
H 0.01 3.38 -2.01
H -1.22 4.38 -2.73
H -2.46 3.49 0.74
H -1.65 4.75 -0.20
H -0.75 3.34 0.38
H -2.34 -1.45 0.27
H -3.46 -1.73 -1.06
H -4.06 -1.66 0.60
H -2.98 0.87 1.80
H -4.68 0.42 1.65
H -4.12 1.98 1.05
H -4.75 0.15 -2.11
H -5.29 1.45 -1.04
H -5.66 -0.22 -0.64
C 3.29 2.47 4.01
N 2.96 2.25 2.57
C 3.35 0.87 2.16
C 1.51 2.60 2.22
C 0.53 1.59 2.74
C 0.14 1.70 4.08
C -0.68 0.76 4.66
C -1.13 -0.30 3.88
C -0.79 -0.35 2.53
C 0.03 0.60 1.88
H 4.34 2.24 4.17
H 2.67 1.81 4.61
H 3.09 3.51 4.27
H 3.53 2.90 2.04
H 2.80 0.16 2.78
H 4.42 0.75 2.30
H 3.08 0.71 1.12
H 1.48 2.64 1.13
H 1.36 3.60 2.63
H 0.48 2.55 4.67
H -0.98 0.85 5.70
H -1.77 -1.06 4.31
H -1.21 -1.17 1.95

Results
E = -58687.512 eV
net charge = +1

- Which value of net charge does entry 2 give?
  +2